[1]
Formula: C34H47BrFIrN5O2SSi
Source: the OMol25 dataset
Level of theory: wB97M-V/def2-TZVPD

```
93
Properties=species:S:1:pos:R:3:forces:R:3:lowdin_charge:R:1
Ir -1.333523 0.387280 0.565679 -1.52 -0.74 -0.53 1.447
C 2.309128 1.730832 2.902058 -0.08 -0.03 0.03 0.024
C 0.979763 1.318864 2.353660 0.22 -0.23 -0.03 -0.250
N 0.782579 0.339899 1.541129 -0.22 0.62 0.05 -0.088
O 1.789550 -0.428196 1.075140 0.09 -0.16 -0.07 -0.035
C -0.259671 1.987538 2.787055 -0.43 -0.07 -0.32 -0.253
C -0.373442 2.873117 3.977675 0.02 0.03 0.01 0.016
N -1.288004 1.667754 2.063940 0.64 0.75 1.00 -0.324
O -2.516596 1.961249 2.277101 0.22 -0.34 -0.40 -0.017
H 3.118546 1.596879 2.183814 0.00 0.01 -0.02 0.090
H 2.549731 1.145765 3.793532 0.01 0.00 -0.03 0.117
H 2.293568 2.781974 3.182293 0.00 -0.01 0.01 0.099
H 2.642371 0.029557 1.165533 -0.01 0.03 0.02 0.089
H 0.258681 2.513004 4.789116 -0.01 0.02 0.00 0.099
H -1.408638 2.904320 4.312393 0.01 0.00 0.01 0.093
H -0.067798 3.894910 3.740059 0.01 -0.02 -0.01 0.109
N -2.209840 -3.673664 1.647122 -0.01 0.05 -0.07 0.163
C -2.348823 -3.902266 2.991221 0.00 -0.06 0.10 -0.209
C -2.803805 -5.148770 3.446110 0.01 -0.03 -0.09 0.006
C -2.905244 -5.389669 4.790713 -0.02 -0.04 0.05 -0.024
C -2.558119 -4.403706 5.732940 0.00 -0.01 0.03 -0.037
C -2.124843 -3.176421 5.310156 0.02 0.01 0.04 -0.081
C -2.025942 -2.913053 3.933522 -0.03 0.03 -0.07 -0.421
S -1.534627 -1.355307 3.429156 0.01 0.01 0.02 1.151
N -1.666454 -1.357971 1.813458 0.23 0.00 -0.23 -0.425
C -1.824715 -2.502124 1.050744 0.05 0.02 0.17 -0.292
C -1.627066 -2.404287 -0.339345 0.00 -0.01 0.01 -0.206
C -1.657817 -3.507939 -1.219850 0.02 -0.05 -0.02 0.004
C -1.469958 -3.320834 -2.562745 0.02 0.05 0.02 -0.020
C -1.240196 -2.028382 -3.058969 -0.05 -0.14 -0.07 -0.040
C -1.203551 -0.989620 -2.171001 0.02 0.10 0.02 -0.141
N -1.395555 -1.140997 -0.845235 0.22 0.19 0.19 -0.078
H -2.455435 -4.439240 1.038331 -0.01 -0.02 0.00 0.150
H -3.067156 -5.913860 2.724605 0.01 0.01 0.03 0.130
H -3.258422 -6.354001 5.131638 0.02 0.02 0.00 0.127
H -2.639901 -4.613302 6.790559 -0.01 0.00 -0.03 0.125
H -1.863111 -2.404224 6.023633 -0.02 -0.01 -0.01 0.120
H -1.780568 -4.513579 -0.840053 -0.03 0.03 -0.02 0.115
H -1.481166 -4.168303 -3.234578 0.00 -0.01 0.01 0.127
H -1.081351 -1.848322 -4.111744 0.02 0.02 0.03 0.120
H -1.000792 0.015806 -2.510909 -0.01 0.00 0.03 0.094
C 4.941825 1.517187 -5.678175 0.01 -0.02 -0.06 -0.079
C 3.662775 1.161992 -4.899409 0.01 -0.18 0.09 -0.626
C 2.591654 0.720431 -5.906527 -0.05 0.08 -0.06 -0.100
C 3.127833 2.430447 -4.224515 0.01 0.19 -0.05 -0.125
Si 4.040751 -0.238662 -3.631793 0.12 0.21 -0.15 0.515
Br 2.302734 -0.130002 -2.124480 -0.22 0.04 0.04 0.535
C 3.921175 -2.009448 -4.348241 0.05 0.03 0.06 -0.630
C 4.415414 -3.033861 -3.315094 -0.02 -0.04 -0.02 -0.099
C 2.480698 -2.402469 -4.716292 0.02 -0.10 -0.03 -0.117
C 4.808353 -2.133898 -5.600990 -0.04 -0.03 -0.02 -0.076
C 5.570924 0.122004 -2.522550 -0.04 -0.17 -0.01 -0.625
C 5.567168 -0.703261 -1.221902 0.02 0.07 0.07 -0.117
C 5.586358 1.601612 -2.113911 0.11 0.03 0.03 -0.107
C 6.877730 -0.201294 -3.271742 0.00 -0.02 0.08 -0.075
H 4.684171 2.164416 -6.523048 -0.01 -0.01 0.05 0.095
H 5.443216 0.638885 -6.090822 0.00 0.03 0.01 0.075
H 5.656928 2.063193 -5.063419 0.03 -0.04 -0.01 0.070
H 2.383760 1.552136 -6.590842 0.01 -0.04 0.07 0.095
H 1.652034 0.459427 -5.411303 0.03 -0.03 -0.01 0.074
H 2.908427 -0.121563 -6.518783 -0.01 0.00 -0.01 0.064
H 3.044540 3.223111 -4.979281 -0.01 -0.08 0.05 0.096
H 3.769728 2.803641 -3.427687 -0.07 0.00 -0.07 0.056
H 2.132907 2.257877 -3.809987 -0.03 0.01 0.03 0.034
H 3.888743 -2.952266 -2.360567 0.01 0.00 -0.02 0.075
H 5.485643 -2.946535 -3.134755 0.02 0.02 0.05 0.068
H 4.239327 -4.041192 -3.707245 0.01 0.04 0.02 0.092
H 1.791783 -2.275895 -3.878818 0.03 -0.01 0.00 0.025
H 2.475083 -3.463513 -4.989669 0.00 0.05 -0.02 0.090
H 2.095255 -1.848966 -5.568596 -0.03 0.05 0.00 0.062
H 5.858556 -1.930522 -5.386168 -0.01 0.01 -0.01 0.074
H 4.494806 -1.470786 -6.407871 0.00 -0.02 0.02 0.067
H 4.748593 -3.158500 -5.982459 0.00 0.03 0.02 0.097
H 4.614056 -0.645628 -0.690237 0.06 0.02 -0.02 0.023
H 6.345309 -0.309362 -0.558248 -0.02 -0.02 -0.05 0.089
H 5.795508 -1.751688 -1.388589 -0.04 -0.07 -0.03 0.066
H 4.659390 1.900611 -1.616106 0.04 -0.02 0.01 0.063
H 5.753280 2.267339 -2.960678 -0.01 -0.02 0.04 0.067
H 6.410589 1.763894 -1.410475 -0.04 0.00 -0.04 0.092
H 6.933652 -1.252798 -3.559677 0.01 0.04 0.01 0.067
H 7.730544 -0.004672 -2.612450 -0.06 0.01 -0.03 0.097
H 7.012675 0.406733 -4.164788 -0.01 0.01 -0.05 0.073
F -2.235173 5.037638 -3.214048 0.01 0.01 0.02 0.175
C -2.026323 4.022405 -2.418279 -0.01 -0.01 0.03 -0.205
C -0.718128 3.510220 -2.318121 -0.01 0.02 -0.05 0.042
C -0.513072 2.429919 -1.512213 -0.35 0.13 0.04 -0.073
C -1.595123 1.862194 -0.746069 0.86 -0.12 0.19 -0.267
C -2.910841 2.417012 -0.905855 0.12 -0.07 0.00 -0.056
C -3.125555 3.491438 -1.712591 0.03 0.09 -0.09 0.046
H 0.080664 3.978182 -2.879424 -0.04 0.00 -0.02 0.136
H 0.482196 2.010965 -1.437529 0.01 -0.10 0.04 0.052
H -3.743248 2.001740 -0.352909 0.04 -0.04 0.03 0.111
H -4.101381 3.946721 -1.821930 0.04 0.01 -0.05 0.143
```
Positions in Å, forces in eV/Å.

Output
- 2S+1 = 6
- LUMO (spin up / spin down) (eV) = -5.36 / -8.60
- net charge = +2

=====

[2]
Formula: C34H47F5N10O2S2Zr
Source: the OMol25 dataset
Level of theory: wB97M-V/def2-TZVPD

```
101
Properties=species:S:1:pos:R:3:forces:R:3:lowdin_charge:R:1
Zr -0.444724 -0.250651 -0.113205 0.28 0.07 0.03 1.804
C -2.562412 1.004533 3.087453 0.00 0.00 0.01 -0.052
N -2.130400 -0.375747 3.273891 -0.01 0.01 0.03 -0.119
C -3.130603 -1.273713 3.835562 0.00 0.00 0.02 -0.024
C -0.850867 -0.741843 3.112045 0.04 0.00 -0.03 -0.372
N -0.152177 -0.281829 2.040095 -0.04 0.09 -0.18 -0.056
C 1.126827 0.315771 2.196603 -0.05 0.04 -0.06 -0.266
C 1.436535 1.137942 3.281527 -0.03 -0.02 0.01 -0.016
C 2.615261 1.854354 3.305515 0.04 0.00 -0.03 -0.049
C 3.485067 1.807762 2.215164 -0.03 0.00 0.03 -0.053
C 3.186232 1.007264 1.131601 0.04 -0.01 0.01 -0.026
C 2.035737 0.218146 1.129006 -0.05 -0.01 -0.07 -0.276
N 1.708818 -0.650471 0.037536 -0.08 0.10 0.08 -0.014
C 2.634147 -1.520379 -0.420039 -0.09 -0.07 0.03 -0.342
N 2.512799 -2.043181 -1.649625 0.13 -0.01 0.00 -0.130
C 2.856552 -3.434707 -1.923540 0.02 0.00 0.00 -0.020
C 1.990591 -1.310288 -2.788549 0.02 -0.05 -0.04 -0.027
N 3.692857 -1.922444 0.310154 0.02 0.00 -0.08 -0.119
C 3.698816 -2.043911 1.755691 0.00 0.02 0.03 -0.015
C 4.981442 -2.213023 -0.312189 -0.02 -0.01 -0.02 -0.022
N -0.306725 -1.586712 3.990016 -0.03 0.01 -0.01 -0.100
C 0.802645 -2.457946 3.640685 0.02 0.00 -0.01 -0.020
C -0.684102 -1.598676 5.400924 -0.01 0.00 0.01 -0.015
H -2.704986 1.470709 4.066991 0.00 -0.01 -0.01 0.106
H -3.504758 1.029243 2.545878 0.00 0.01 -0.02 0.064
H -1.816619 1.551371 2.519817 0.00 0.00 -0.02 0.036
H -4.023288 -1.204440 3.212770 0.00 0.00 0.00 0.099
H -3.404547 -1.006297 4.857785 0.00 0.00 0.00 0.100
H -2.769978 -2.298351 3.809914 0.00 0.00 0.00 0.101
H 0.728582 1.223428 4.098592 0.00 0.01 0.00 0.123
H 2.848245 2.478092 4.157914 0.00 0.00 0.00 0.117
H 4.390413 2.399176 2.216238 0.00 0.00 0.01 0.116
H 3.858122 0.958590 0.282372 -0.01 0.00 0.00 0.127
H 3.005158 -3.977540 -0.994520 0.00 0.00 0.00 0.101
H 3.748931 -3.520824 -2.545808 0.01 0.01 0.00 0.099
H 2.019601 -3.888447 -2.455843 0.00 0.00 0.00 0.103
H 1.937883 -0.254685 -2.551161 0.02 -0.03 0.00 0.060
H 1.004341 -1.668967 -3.082179 0.06 0.00 0.00 0.086
H 2.677334 -1.444092 -3.627141 0.01 0.00 0.01 0.112
H 2.689720 -1.982361 2.131955 0.00 -0.01 0.01 0.047
H 4.303863 -1.260176 2.216875 0.00 -0.01 0.01 0.105
H 4.116809 -3.016533 2.021091 0.00 0.00 -0.01 0.112
H 5.000643 -1.848592 -1.334895 -0.01 -0.01 -0.02 0.099
H 5.205012 -3.280863 -0.302509 0.00 0.00 -0.01 0.100
H 5.754324 -1.694504 0.257049 0.00 -0.01 -0.01 0.103
H 0.806836 -2.622192 2.564782 0.01 0.02 0.01 0.061
H 0.653588 -3.417644 4.135669 0.00 0.00 0.00 0.111
H 1.747083 -2.032084 3.986148 0.00 -0.01 0.00 0.098
H -1.275229 -0.720072 5.641966 0.00 0.00 0.00 0.096
H 0.230894 -1.571593 5.993333 0.00 0.00 0.00 0.106
H -1.241356 -2.498218 5.664188 0.00 0.00 -0.01 0.104
C 4.107648 2.781228 -6.093344 0.00 0.01 0.00 -0.030
C 2.956926 2.449709 -5.188403 0.04 0.00 -0.01 -0.243
C 1.771097 1.929402 -5.708720 -0.04 -0.02 -0.02 -0.007
C 0.704404 1.617483 -4.886733 0.01 0.02 0.03 -0.030
C 0.837823 1.813945 -3.515703 0.09 0.06 0.00 -0.317
C 2.005064 2.330544 -2.966052 -0.01 -0.03 -0.05 -0.064
C 3.054733 2.648706 -3.812595 -0.01 0.00 0.04 -0.015
S -0.523575 1.430171 -2.498430 -0.02 -0.15 0.10 0.605
O -0.603612 -0.063839 -2.342739 -0.09 0.13 -0.03 -0.474
O -1.685303 2.071955 -3.013327 0.01 -0.01 -0.01 -0.240
N -0.121860 1.738273 -0.978420 -0.27 -0.11 0.24 -0.290
C -0.371250 2.955888 -0.308113 -0.03 -0.13 0.00 -0.400
C -0.510145 4.186917 -0.933472 0.11 0.01 -0.11 0.002
C -0.756351 5.287943 -0.133996 0.00 0.01 0.08 -0.030
C -0.852119 5.124942 1.242521 0.01 -0.03 -0.05 -0.041
C -0.708445 3.850081 1.757902 0.05 0.00 0.03 -0.122
N -0.478005 2.774277 1.002715 -0.06 0.10 -0.04 0.097
H 3.762083 3.040101 -7.092530 0.00 0.00 0.00 0.088
H 4.776970 1.923736 -6.187961 -0.01 -0.01 0.00 0.095
H 4.690340 3.613071 -5.700882 0.00 0.00 0.00 0.087
H 1.677517 1.784173 -6.777475 0.00 0.00 0.00 0.127
H -0.222125 1.240149 -5.299985 0.00 0.00 -0.01 0.129
H 2.087451 2.486646 -1.897660 0.00 0.00 0.00 0.109
H 3.962723 3.070237 -3.399336 0.00 0.00 0.00 0.123
H -0.432659 4.277346 -2.008338 -0.01 0.02 0.01 0.117
H -0.871662 6.266283 -0.580926 0.00 0.00 0.00 0.122
H -1.039795 5.962947 1.897724 0.00 0.00 0.00 0.114
H -0.782050 3.675114 2.825961 0.00 0.01 0.00 0.111
F -1.715392 -2.064985 0.624093 0.05 -0.01 -0.02 -0.208
C -0.579062 -2.983565 0.294919 -0.04 0.01 -0.07 -0.057
F -0.281987 -2.307346 -1.013765 -0.12 0.12 0.06 -0.186
C -1.325418 -4.222649 -0.185515 -0.03 -0.05 -0.02 -0.641
F -1.885099 -4.824450 0.864091 0.01 0.01 -0.02 0.163
F -2.314736 -3.964776 -1.078721 0.01 0.00 0.06 0.121
F -0.466142 -5.050675 -0.771908 0.01 -0.01 0.00 0.167
C -5.983598 1.528325 -0.665796 -0.01 0.03 0.02 -0.024
N -5.524598 0.158397 -0.764773 -0.05 0.03 -0.05 -0.146
C -6.474410 -0.944718 -0.936961 -0.01 -0.01 0.00 -0.082
C -5.553576 -2.153973 -1.137065 0.04 0.00 0.00 -0.094
N -4.273358 -1.629368 -0.653877 -0.08 -0.02 0.02 0.051
C -4.295278 -0.296776 -0.560657 0.10 -0.26 -0.07 -0.688
S -2.970690 0.730727 -0.243644 0.12 0.15 0.19 0.750
H -6.598945 1.658875 0.226441 0.00 0.00 -0.01 0.103
H -6.577877 1.772798 -1.545224 0.00 0.00 0.00 0.104
H -5.129813 2.197312 -0.617889 0.00 -0.01 -0.01 0.059
H -7.119458 -0.757586 -1.793211 -0.01 0.00 0.00 0.134
H -7.097441 -1.036231 -0.044227 0.00 0.00 0.00 0.134
H -5.473917 -2.438327 -2.186869 0.00 0.00 0.00 0.130
H -5.864200 -3.019091 -0.557560 -0.01 -0.01 -0.01 0.127
H -3.419737 -2.161733 -0.677117 -0.05 0.06 -0.01 0.096
```
Positions in Å, forces in eV/Å.

Output
- energy relative to the best compared isomer or geometry (same formula, charge and spin) (kcal/mol) = 41.5
- LUMO (eV) = -5.36
- net charge = +2